(1)
77
Properties=species:S:1:pos:R:3 method="wB97M-V/def2-TZVPD" homo_ev="-4.63 / -6.76" orbital_gap_ev="4.905 / 5.929" multiplicity=3
Pd -1.120 3.794 -2.308
C -0.974 5.760 -2.842
C -0.863 5.688 -1.436
C -1.945 6.213 -0.529
C -3.300 5.531 -0.735
C -3.138 4.201 -1.444
C -3.245 4.007 -2.815
C -3.252 5.123 -3.817
C -2.213 6.238 -3.513
C -1.497 -0.390 0.994
H -0.034 5.719 -3.406
H 0.161 5.706 -1.019
H -2.048 7.286 -0.750
H -1.670 6.087 0.529
H -3.803 5.422 0.245
H -3.990 6.185 -1.286
H -3.469 3.386 -0.795
H -3.849 3.141 -3.108
H -4.241 5.597 -3.953
H -3.009 4.666 -4.793
H -1.884 6.657 -4.464
H -2.659 7.051 -2.933
H -1.282 -0.565 -0.063
H -1.713 -1.340 1.509
H -0.577 0.037 1.392
P -0.114 3.483 0.156
P -2.868 0.770 1.239
C -1.210 3.194 1.470
C -2.407 2.485 1.518
C 1.531 3.867 0.738
C 1.965 5.039 1.413
C 3.167 4.993 2.120
C 3.971 3.851 2.103
C 3.626 2.784 1.263
C 2.425 2.780 0.564
C 1.038 3.562 -3.339
C 1.088 2.882 -4.549
C 2.026 3.287 -5.554
C 3.109 4.094 -5.158
C 3.224 4.481 -3.812
C 2.200 4.170 -2.878
C -3.691 0.160 2.732
C -2.903 0.216 3.892
C -3.360 -0.385 5.058
C -4.610 -1.005 5.089
C -5.440 -0.928 3.967
C -4.991 -0.370 2.766
C -4.000 0.721 -0.197
C -3.670 0.061 -1.398
C -4.629 -0.030 -2.412
C -5.853 0.634 -2.315
C -6.121 1.387 -1.174
C -5.219 1.421 -0.113
H -0.882 3.767 2.348
H -3.213 3.036 2.028
H 1.351 5.942 1.398
H 3.481 5.861 2.699
H 4.871 3.800 2.721
H 4.298 1.937 1.169
H 2.115 1.945 -0.072
H 0.407 2.051 -4.755
H 1.900 2.970 -6.607
H 3.867 4.387 -5.899
H 4.142 4.977 -3.476
H 2.365 4.375 -1.820
H -1.926 0.704 3.860
H -2.734 -0.364 5.941
H -4.943 -1.516 5.991
H -6.454 -1.310 4.027
H -5.626 -0.363 1.872
H -2.673 -0.375 -1.534
H -4.403 -0.633 -3.291
H -6.586 0.558 -3.123
H -7.048 1.942 -1.105
H -5.462 1.985 0.790
N -0.231 0.693 -2.067
C -0.615 1.806 -2.138


(2)
77
Properties=species:S:1:pos:R:3 method="wB97M-V/def2-TZVPD" homo_ev="-6.22 / -6.25" orbital_gap_ev="6.102 / 6.117" multiplicity=3
Ti 0.386 1.189 1.540
C 1.875 1.837 5.303
C 2.313 0.757 4.640
C 1.679 -0.607 4.522
C 0.406 -0.948 3.667
C -0.729 0.022 3.829
C -0.935 0.873 4.868
C -0.273 0.854 6.211
C 0.873 1.834 6.412
C 0.035 2.922 0.582
H 2.260 2.850 5.053
H 3.174 0.913 3.967
H 1.489 -0.928 5.554
H 2.495 -1.285 4.210
H 0.721 -1.115 2.617
H 0.074 -1.963 3.956
H -1.540 -0.189 3.126
H -1.664 1.687 4.715
H 0.067 -0.161 6.409
H -1.052 1.075 6.941
H 0.505 2.841 6.569
H 1.403 1.624 7.344
H 0.174 3.768 1.274
H -1.032 2.667 0.369
H 0.741 2.949 -0.250
P 0.901 -0.444 -2.432
P -1.409 -0.153 -1.763
C 0.294 -2.045 -1.862
C -1.030 -1.913 -1.633
C 1.760 -0.891 -3.988
C 1.995 -2.226 -4.344
C 3.113 -2.547 -5.118
C 3.858 -1.537 -5.712
C 3.421 -0.206 -5.625
C 2.354 0.122 -4.793
C 2.189 -0.039 -1.246
C 1.835 0.444 0.050
C 2.743 0.461 1.135
C 4.054 0.004 0.891
C 4.427 -0.367 -0.404
C 3.500 -0.453 -1.453
C -2.416 -0.197 -3.327
C -1.836 -0.505 -4.583
C -2.613 -1.113 -5.581
C -3.985 -1.313 -5.384
C -4.597 -0.796 -4.237
C -3.822 -0.186 -3.245
C -2.653 0.091 -0.424
C -3.330 1.316 -0.290
C -4.427 1.399 0.561
C -4.815 0.298 1.329
C -4.084 -0.892 1.255
C -2.980 -0.983 0.412
H 0.953 -2.889 -1.722
H -1.787 -2.662 -1.451
H 1.347 -3.006 -3.971
H 3.415 -3.586 -5.247
H 4.767 -1.765 -6.258
H 3.924 0.573 -6.203
H 1.970 1.141 -4.721
H 0.627 0.818 -0.012
H 2.474 0.920 2.115
H 4.727 -0.061 1.750
H 5.471 -0.587 -0.610
H 3.803 -0.870 -2.413
H -0.772 -0.301 -4.754
H -2.160 -1.446 -6.522
H -4.579 -1.852 -6.126
H -5.678 -0.889 -4.108
H -4.297 0.240 -2.360
H -3.010 2.175 -0.877
H -4.990 2.326 0.615
H -5.673 0.363 1.999
H -4.374 -1.773 1.832
H -2.413 -1.912 0.364
N 0.050 3.603 3.861
C 0.317 2.646 3.202


(3)
86
Properties=species:S:1:pos:R:3 method="wB97M-V/def2-TZVPD" homo_ev=-2.76 orbital_gap_ev=4.241 multiplicity=1 charge=-1
Rb -0.134 0.001 0.274
C -4.143 0.955 -3.295
C -2.956 0.644 -2.616
N -2.824 0.712 -1.310
C -3.893 1.100 -0.577
C -5.135 1.403 -1.161
C -5.233 1.329 -2.559
C -6.254 1.770 -0.335
C -6.129 1.830 1.002
C -4.871 1.553 1.640
C -4.697 1.630 3.034
C -3.467 1.386 3.578
C -2.400 1.069 2.718
N -2.545 0.978 1.414
C -3.755 1.205 0.870
H -4.184 0.893 -4.375
H -2.080 0.320 -3.171
H -6.176 1.571 -3.037
H -7.201 1.991 -0.813
H -6.976 2.098 1.623
H -5.545 1.887 3.660
H -3.296 1.441 4.645
H -1.395 0.908 3.108
C 0.386 -4.514 -2.864
C 0.540 -3.709 -1.571
Ge 1.617 -2.100 -1.921
C 0.626 -1.061 -3.304
C 1.391 -0.994 -4.629
C 3.365 -2.685 -2.615
C 4.315 -2.135 -1.837
Ge 3.350 -0.888 -0.616
C 3.291 0.925 -1.407
C 4.639 1.569 -1.741
C 3.830 -0.824 1.269
C 5.329 -0.600 1.505
C 5.765 -2.435 -1.929
C 6.725 -1.473 -1.612
C 8.080 -1.749 -1.718
C 8.506 -3.005 -2.127
C 7.563 -3.981 -2.424
C 6.209 -3.697 -2.325
H -0.217 -5.412 -2.705
H 1.357 -4.831 -3.249
H -0.101 -3.928 -3.649
H 1.038 -4.294 -0.796
H -0.436 -3.423 -1.173
H 0.449 -0.048 -2.927
H -0.355 -1.524 -3.443
H 2.384 -0.564 -4.488
H 0.865 -0.388 -5.372
H 1.535 -1.991 -5.051
H 3.615 -3.363 -3.434
H 2.744 1.541 -0.689
H 2.675 0.866 -2.309
H 5.250 1.706 -0.846
H 4.503 2.555 -2.195
H 5.209 0.963 -2.448
H 3.473 -1.740 1.738
H 3.234 -0.012 1.695
H 5.939 -1.413 1.108
H 5.520 -0.536 2.579
H 5.685 0.333 1.059
H 6.399 -0.499 -1.272
H 8.806 -0.984 -1.468
H 9.563 -3.227 -2.200
H 7.885 -4.971 -2.723
H 5.479 -4.469 -2.538
O 2.192 -0.612 7.720
C 1.931 -0.505 6.537
S 1.982 1.006 5.642
C 1.485 0.393 4.055
C 1.243 -0.939 3.983
S 0.744 -1.897 2.616
S 1.473 -1.840 5.492
S 1.366 1.602 2.799
I -1.786 5.377 -3.414
C -0.582 4.730 -1.833
C -0.027 5.633 -0.943
C 0.740 5.132 0.095
C 0.921 3.759 0.201
N 0.390 2.898 -0.668
C -0.350 3.375 -1.665
H -0.192 6.697 -1.053
H 1.187 5.795 0.824
H 1.498 3.329 1.015
H -0.785 2.651 -2.345


(4)
82
Properties=species:S:1:pos:R:3 method="wB97M-V/def2-TZVPD" homo_ev="0.14 / -0.42" orbital_gap_ev="4.192 / 4.742" multiplicity=2 charge=-2
Pd -0.004 -1.213 0.792
O 2.509 -1.991 -0.495
N 2.870 -1.777 0.733
C 3.939 -0.962 0.990
C 4.172 -0.514 2.255
C 3.428 -1.034 3.319
C 2.473 -1.997 3.042
C 2.143 -2.423 1.732
S 0.850 -3.474 1.309
H 4.541 -0.672 0.128
H 4.899 0.278 2.413
H 3.568 -0.640 4.319
H 1.834 -2.415 3.836
C -2.157 -3.110 -0.818
P -2.332 -2.011 0.647
C -3.275 -0.554 0.048
C -3.705 -2.927 1.473
C -4.538 -2.213 2.345
C -5.723 -2.760 2.831
C -6.111 -4.033 2.433
C -5.337 -4.721 1.505
C -4.160 -4.176 1.020
H -1.584 -4.024 -0.531
H -1.529 -2.579 -1.541
H -3.108 -3.362 -1.320
H -4.316 -0.756 -0.253
H -2.735 -0.140 -0.806
H -3.245 0.248 0.812
H -4.229 -1.209 2.648
H -6.356 -2.215 3.530
H -7.013 -4.495 2.861
H -5.678 -5.679 1.116
H -3.555 -4.724 0.290
C 4.953 3.307 -5.347
C 4.348 2.624 -4.154
C 4.458 3.164 -2.875
C 3.817 2.603 -1.750
C 4.030 3.226 -0.390
C 3.003 1.475 -1.939
Te 1.435 0.995 -0.263
N -0.197 0.839 1.007
C -0.109 1.436 2.233
O 0.548 2.461 2.445
C -0.989 0.832 3.288
C -1.775 1.665 4.112
C -2.668 1.115 5.041
C -2.657 -0.272 5.299
C -1.777 -1.073 4.599
C -0.941 -0.517 3.630
C -0.066 1.113 -1.783
C -0.501 -0.036 -2.451
C -1.535 0.027 -3.363
C -2.073 1.280 -3.663
C -1.639 2.419 -2.999
C -0.639 2.377 -2.027
C -0.187 3.601 -1.298
C 2.988 0.801 -3.179
C 2.423 -0.574 -3.440
C 3.644 1.415 -4.275
H 5.465 4.231 -5.054
H 4.183 3.562 -6.094
H 5.675 2.636 -5.863
H 5.035 4.082 -2.751
H 4.662 4.138 -0.436
H 4.478 2.518 0.341
H 3.065 3.529 0.052
H -1.713 2.757 3.996
H -3.335 1.805 5.572
H -3.383 -0.681 6.007
H -1.753 -2.153 4.796
H -0.249 -1.177 3.102
H -0.001 -0.984 -2.216
H -1.905 -0.872 -3.871
H -2.867 1.392 -4.410
H -2.103 3.385 -3.247
H -0.807 4.487 -1.505
H 0.861 3.872 -1.562
H -0.158 3.414 -0.186
H 2.185 -1.099 -2.482
H 3.126 -1.215 -4.008
H 1.509 -0.531 -4.073
H 3.595 0.876 -5.230


Electronic energy (eV)
-61471.7354, -81104.6755, -209598.0699, -75918.4024